One molecule with the formula C4H8N2O, computed with wB97M-V/def2-TZVPD.

Geometry (Å):
C (-1.86, -0.70, -0.20)
C (-0.59, 0.07, -0.49)
N (-0.42, 1.32, 0.29)
C (0.99, 1.02, 0.56)
C (0.76, -0.45, 0.10)
N (1.75, -1.02, -0.73)
O (2.56, -1.52, 0.06)
H (-2.74, -0.14, -0.50)
H (-1.92, -0.88, 0.88)
H (-1.85, -1.66, -0.72)
H (-0.50, 0.25, -1.59)
H (-0.56, 2.18, -0.22)
H (1.27, 1.11, 1.62)
H (1.73, 1.55, -0.05)
H (1.38, -1.11, 0.98)

Energy above the lowest of the compared OMol25 structures with the same formula, charge and spin   141.2 kcal/mol
SMILES   C[C@H]1NC[C@@H]1N=O
E   -341.7786 hartree
Kohn-Sham gap   9.1 eV